Entry 1:
A molecular structure, C51H34BiF4N5O4P2S in a non-equilibrium geometry. Source: OMol25; level of theory: ωB97M-V/def2-TZVPD.

Values from the calculation:
* calculated total energy: -4233.42307 a.u.
* LUMO: -1.287 eV
* energy above the lowest of the compared OMol25 structures with the same formula, charge and spin: 0.0 kcal/mol
* frontier orbital gap: 4.4 eV

```
! wB97M-V def2-TZVPD RIJCOSX def2/J DEFGRID3
* xyz 0 1
Bi 2.1247 0.7661 -0.2066
N 6.4202 0.2795 0.4127
C 5.1613 0.7546 0.4975
O 4.1949 -0.0460 0.7493
C 4.9621 2.1966 0.2872
C 3.7210 2.4617 -0.5769
H 6.5589 -0.7152 0.3852
H 7.1176 0.8839 0.0124
H 5.8668 2.6497 -0.1931
H 4.8215 2.6195 1.2895
H 3.9395 2.4336 -1.6728
H 3.2821 3.4523 -0.3551
O -0.1770 -0.5155 -1.8842
S 0.6178 -0.0688 -3.3314
O 0.4896 -1.1651 -4.2404
O 1.9008 0.4220 -2.8189
C -0.3890 1.2993 -3.8152
C -0.9391 1.3254 -5.0913
C -1.6761 2.4502 -5.4985
C -1.8675 3.5154 -4.6344
C -1.3309 3.4793 -3.3520
C -0.5773 2.3857 -2.9318
P -0.0685 2.4676 -1.2223
C 0.7341 4.0454 -1.0124
C 1.3598 4.6574 -2.1052
C 2.0180 5.8710 -1.9437
C 2.1512 6.4455 -0.6780
C 1.6151 5.7908 0.4301
C 0.8753 4.6337 0.2590
C -1.7078 2.6038 -0.4452
C -2.6604 1.6478 -0.8217
C -3.9968 1.7605 -0.4563
C -4.4069 2.8636 0.2737
C -3.4823 3.8565 0.6113
C -2.1478 3.7413 0.2436
H -0.7704 0.4999 -5.8000
H -2.0870 2.5081 -6.5042
H -2.4398 4.3738 -4.9824
H -1.5415 4.3038 -2.6729
H 1.2899 4.1830 -3.0931
H 2.4307 6.3837 -2.8059
H 2.6825 7.3924 -0.5495
H 1.7936 6.2273 1.4131
H 0.4500 4.1360 1.1321
H -2.3326 0.7942 -1.4216
H -4.7277 1.0281 -0.7662
H -5.4464 2.9693 0.5991
H -3.8035 4.7383 1.1650
H -1.4751 4.5782 0.4403
C 4.2439 -4.3507 -1.3486
C 4.3109 -3.7217 -0.1067
C 3.2176 -3.0071 0.3405
C 2.0645 -2.9057 -0.4476
C 2.0162 -3.5147 -1.7142
C 3.1183 -4.2333 -2.1540
P 0.6089 -2.2359 0.3513
C 0.4325 -3.4123 1.6990
C -0.0747 -3.0243 2.9531
C -0.4284 -3.9635 3.9088
C -0.0565 -5.3004 3.7232
C 0.4914 -5.6918 2.5093
C 0.6926 -4.7767 1.4794
C -0.7915 -2.5299 -0.7465
C -1.6606 -3.6337 -0.6135
C -2.7434 -3.7752 -1.4821
C -2.9337 -2.8759 -2.5097
C -2.0643 -1.8089 -2.6925
C -1.0153 -1.6357 -1.8156
H 5.1005 -4.9608 -1.6750
H 5.2236 -3.8092 0.4989
H 3.2050 -2.5402 1.3256
H 1.1413 -3.4072 -2.3458
H 3.1255 -4.7467 -3.1261
H -0.1476 -1.9651 3.1449
H -0.9733 -3.6464 4.8014
H -0.2155 -6.0296 4.5100
H 0.7494 -6.7478 2.3692
H 1.0741 -5.1123 0.5126
H -1.5149 -4.3639 0.1682
H -3.4223 -4.6003 -1.3267
H -3.7787 -2.9437 -3.1938
H -2.2715 -1.1157 -3.5088
F -1.6998 0.2504 5.7881
C -2.0365 -0.0916 4.5037
C -3.1111 -0.9574 4.3059
F -3.7555 -1.3720 5.4231
C -3.5267 -1.4201 3.0325
C -2.8223 -0.8136 1.9526
C -1.7186 -0.0068 2.1396
F -1.0118 0.3003 0.9895
C -1.2401 0.3773 3.4251
C 0.0228 1.0574 3.6253
C 0.8098 1.4975 2.5665
N 1.4314 2.0698 1.7276
C 0.6505 1.2933 4.8634
N 1.2789 1.5372 5.8375
F -3.1536 -1.1357 0.6479
C -4.5015 -2.4461 2.8058
C -5.0851 -3.1804 3.8245
N -5.6037 -3.7983 4.6825
C -4.9111 -2.8622 1.5473
N -5.2676 -3.2783 0.5050
*
```

These are the Löwdin partial charges, in e, on atoms 1 to 2: number 1, Bi, carries 1.7573; number 2, N, carries 0.2081


Entry 2:
16 unconnected molecules or ions with the total composition C51H34Cl60F10N2O3 in a non-equilibrium geometry. Source: OMol25; level of theory: ωB97M-V/def2-TZVPD.

Values from the calculation:
* calculated total energy: -30908.78889 a.u.
* LUMO: -1.298 eV
* energy above the lowest of the compared OMol25 structures with the same formula, charge and spin: 0.0 kcal/mol
* frontier orbital gap: 7.8 eV

```
! wB97M-V def2-TZVPD RIJCOSX def2/J DEFGRID3
* xyz 0 1
C 6.4033 0.1135 4.9070
C 5.2187 1.1859 5.0096
C 4.1363 0.9508 3.8501
N 3.7254 2.2951 3.3838
C 2.5657 2.2413 2.5015
C 2.8224 1.8754 1.0798
C 4.2577 1.5440 0.5353
C 4.4847 -0.0450 0.4692
O 3.3375 -0.6135 1.1506
C 2.9307 -1.8527 0.5542
C 1.4342 -2.1696 0.9981
C 1.6324 1.8259 0.2195
C 0.2658 2.1470 0.7185
C 0.0110 2.5530 2.1187
C -1.4070 2.9316 2.6297
F -2.2466 3.4694 1.6758
F -1.2638 3.9534 3.6015
C -2.0571 1.7316 3.4199
C -1.9183 1.7109 4.8920
C -2.5191 0.6578 5.7281
C -3.2511 -0.4430 5.0977
C -3.3802 -0.4100 3.6424
C -4.1537 -1.5631 2.9286
F -4.5902 -1.1943 1.6804
F -5.1822 -2.0832 3.6642
F -3.2365 -2.6019 2.7190
C -2.8176 0.6574 2.7922
C 1.2100 2.5658 2.9953
N 1.1251 2.8972 4.4232
C 1.7634 4.2079 4.7295
C 1.6205 5.2984 3.6017
C 1.6251 6.7739 4.2336
C -0.8585 2.0131 -0.3473
O -1.9542 1.5285 -0.1507
C -0.4399 2.5097 -1.8020
C 0.8092 2.2227 -2.2438
C 1.3682 2.6463 -3.6419
F 0.5716 3.7314 -4.0682
F 1.4064 1.6287 -4.5730
C 2.7937 3.2705 -3.3678
C 2.8086 4.6511 -2.8523
C 4.0620 5.3505 -2.5056
C 5.3127 4.6218 -2.6940
C 5.3000 3.2410 -3.2156
C 6.6960 2.5581 -3.3345
F 7.3018 2.6704 -2.0772
F 7.5392 3.1874 -4.2059
F 6.5757 1.1864 -3.5629
C 4.0477 2.5496 -3.5609
C 1.8053 1.4550 -1.2969
O 2.5965 0.6398 -1.7097
H 6.5175 -0.2867 3.8679
H 6.2331 -0.6903 5.6761
H 7.3816 0.6097 5.1808
H 5.6697 2.1988 4.7883
H 4.7494 1.1873 6.0241
H 3.2545 0.3510 4.1951
H 4.6638 0.3317 3.0735
H 4.4747 2.7612 2.8714
H 4.2503 1.8936 -0.5392
H 5.0761 2.0824 1.0725
H 4.5742 -0.4230 -0.5798
H 5.3911 -0.3558 1.0558
H 3.5919 -2.6687 0.9554
H 2.9452 -1.8137 -0.5668
H 0.6902 -1.9479 0.1860
H 1.2900 -3.2396 1.2938
H 1.1315 -1.5273 1.8775
H -1.3554 2.5015 5.4516
H -2.4039 0.7165 6.8415
H -3.6787 -1.2300 5.7590
H -2.9906 0.6222 1.6945
H 1.6397 2.1455 4.8995
H 1.3282 4.6368 5.6832
H 2.8582 4.0609 4.9363
H 0.6839 5.2268 2.9972
H 2.5154 5.2465 2.9251
H 2.5682 7.3289 3.9800
H 0.7917 7.3700 3.7604
H 1.4014 6.7677 5.3342
H -1.1676 3.0550 -2.4426
H 1.8694 5.2362 -2.6732
H 4.0415 6.3917 -2.0967
H 6.2689 5.1310 -2.4020
H 4.0466 1.4981 -3.9270
C 5.5107 2.1888 8.9846
Cl 5.4560 3.3751 10.2997
Cl 3.9623 2.1953 8.1188
Cl 6.8178 2.6094 7.8635
Cl 5.8041 0.5747 9.6552
C -4.8101 0.8440 -2.5126
Cl -4.6240 -0.3619 -1.2261
Cl -5.3877 0.0492 -3.9854
Cl -5.9706 2.0811 -1.9984
Cl -3.2421 1.5966 -2.8488
C 2.8629 1.7011 -8.3478
Cl 3.6673 2.1572 -6.8371
Cl 3.7490 0.3591 -9.1053
Cl 1.1955 1.1998 -8.0054
Cl 2.8458 3.0895 -9.4492
C -4.0388 -3.7486 -5.7567
Cl -3.6131 -2.5210 -6.9645
Cl -4.1289 -2.9954 -4.1569
Cl -5.6085 -4.4629 -6.1680
Cl -2.7964 -5.0131 -5.7371
C -8.5700 -2.1682 3.9207
Cl -7.7445 -1.6818 2.4292
Cl -7.8417 -3.6618 4.5388
Cl -8.4050 -0.8848 5.1326
Cl -10.2875 -2.4418 3.5818
C 9.7769 0.1477 -2.5400
Cl 9.3272 0.8149 -4.1209
Cl 10.1263 1.4709 -1.4132
Cl 8.4406 -0.8307 -1.9058
Cl 11.2189 -0.8692 -2.7176
C -13.0229 0.5694 2.4960
Cl -11.2756 0.3442 2.3168
Cl -13.5099 2.0759 1.6950
Cl -13.8731 -0.8063 1.7548
Cl -13.4344 0.6564 4.2179
C 1.5948 -2.0600 -5.6980
Cl 2.3921 -1.4825 -7.1750
Cl 2.4205 -3.5187 -5.1128
Cl 1.6524 -0.8046 -4.4473
Cl -0.0993 -2.4482 -6.0558
C -2.9968 -6.0007 2.2166
Cl -3.0486 -7.6140 1.4829
Cl -4.5667 -5.6279 2.9467
Cl -1.7389 -5.9589 3.4647
Cl -2.6331 -4.7954 0.9706
C -0.9206 8.6787 6.4274
Cl -1.5759 7.1765 5.7508
Cl -0.0902 9.5908 5.1527
Cl -2.2446 9.6562 7.0857
Cl 0.2287 8.2924 7.7217
C -0.8859 -7.4438 -8.5360
Cl -0.4471 -9.0507 -9.1763
Cl -2.5987 -7.1091 -8.8337
Cl -0.5739 -7.4076 -6.7918
Cl 0.0970 -6.2065 -9.3383
C -17.3041 1.7661 -0.1211
Cl -16.0892 0.9589 0.8863
Cl -17.8360 3.2592 0.6755
Cl -16.5955 2.1583 -1.6983
Cl -18.6965 0.6911 -0.3499
C 1.6891 -5.5777 -1.0689
Cl 1.6718 -7.1797 -1.8262
Cl 0.1128 -5.2470 -0.3294
Cl 2.9502 -5.5263 0.1785
Cl 2.0206 -4.3476 -2.3005
C -4.5393 -11.0729 -8.8188
Cl -4.3440 -12.2384 -7.4969
Cl -4.9943 -11.9325 -10.3019
Cl -5.8097 -9.9086 -8.3970
Cl -3.0115 -10.2109 -9.0781
C 3.5292 -9.3101 -5.0223
Cl 2.7452 -7.7636 -5.3938
Cl 2.6869 -10.0905 -3.6702
Cl 3.4618 -10.3634 -6.4462
Cl 5.2208 -9.0237 -4.5777
*
```

These are the Löwdin partial charges, in e, on atoms 1 to 2: number 1, C, carries -0.1096; number 2, C, carries -0.2354


Entry 3:
A molecular structure, C51H35ClF15GeN8O2PSTa. Source: OMol25; level of theory: ωB97M-V/def2-TZVPD.

Values from the calculation:
* calculated total energy: -7384.58417 a.u.
* LUMO: -2.833 eV
* energy above the lowest of the compared OMol25 structures with the same formula, charge and spin: 8.7 kcal/mol
* frontier orbital gap: 7.0 eV

```
! wB97M-V def2-TZVPD RIJCOSX def2/J DEFGRID3
* xyz 1 1
Ta -0.1311 -0.1062 0.8919
C -3.9956 0.3564 5.2474
N -2.9033 -0.1220 4.4142
C -2.1496 -1.2295 4.6697
C -1.2477 -1.3202 3.6555
N -1.4604 -0.3021 2.7723
C -2.4601 0.4270 3.2588
P -3.0960 2.0317 2.6680
C -1.5400 2.8432 2.2278
N -0.7555 2.5201 1.2117
C 0.1690 3.5216 1.1322
C -0.0475 4.4357 2.1207
N -1.1331 3.9952 2.8156
C -1.7431 4.6795 3.9412
C -3.5513 1.5229 1.0053
N -2.8507 0.6608 0.2992
C -3.5323 0.5089 -0.8762
C -4.6464 1.2951 -0.8640
N -4.6564 1.9378 0.3411
C -5.6457 2.9050 0.7775
H -4.1894 -0.3942 6.0088
H -3.7276 1.2953 5.7285
H -4.8943 0.4967 4.6504
H -2.3062 -1.8377 5.5399
H -0.4473 -2.0189 3.5264
H 0.9038 3.5556 0.3543
H 0.4678 5.3413 2.3815
H -1.0730 5.4761 4.2547
H -2.7038 5.1094 3.6589
H -1.8810 3.9916 4.7738
H -3.1849 -0.1383 -1.6575
H -5.4126 1.4547 -1.5983
H -6.2761 3.1484 -0.0737
H -6.2640 2.4935 1.5753
H -5.1615 3.8167 1.1241
Cl 5.8123 3.0887 4.2831
C 4.3286 2.3796 3.7402
C 3.4115 1.8890 4.6937
C 2.2192 1.3335 4.3167
C 1.8829 1.2276 2.9455
O 0.7382 0.7527 2.5913
C 2.8213 1.7031 2.0023
C 2.5312 1.5971 0.6237
O 1.5348 1.0562 0.1018
C 4.0414 2.2893 2.4099
H 3.6693 1.9565 5.7410
H 1.5193 0.9569 5.0487
H 3.2610 2.0362 -0.0730
H 4.7400 2.6507 1.6679
F -0.0900 -0.8492 -5.9200
C 0.7351 -1.6507 -5.2312
C 1.2993 -1.2362 -4.0385
C 2.0957 -2.1603 -3.3864
F 2.6398 -1.8383 -2.2005
C 2.3639 -3.4229 -3.8850
F 3.1448 -4.2717 -3.2224
C 1.7942 -3.7966 -5.0948
F 2.0265 -5.0044 -5.5969
C 0.9732 -2.9072 -5.7706
F 0.4114 -3.2669 -6.9225
Ge 0.9107 0.4549 -3.1313
S -0.5094 -0.0957 -1.5736
C 0.0775 1.6742 -4.4266
C 0.7775 1.8959 -5.6005
F 1.9689 1.2978 -5.7734
C 0.3082 2.6911 -6.6300
F 1.0137 2.8620 -7.7444
C -0.9248 3.3097 -6.4849
F -1.4020 4.0809 -7.4552
C -1.6527 3.1242 -5.3201
F -2.8332 3.7271 -5.1749
C -1.1429 2.3167 -4.3124
F -1.8955 2.1957 -3.2126
C 2.5338 1.4552 -2.6882
C 2.3584 2.6829 -2.0737
F 1.1225 3.0807 -1.7265
C 3.4045 3.5431 -1.7895
F 3.1873 4.7021 -1.1649
C 4.6933 3.1772 -2.1528
F 5.7144 3.9839 -1.8847
C 4.9073 1.9686 -2.7958
F 6.1370 1.6217 -3.1572
C 3.8270 1.1317 -3.0583
F 4.0953 -0.0045 -3.7023
C -4.1284 -5.3056 -0.8187
C -3.3099 -4.1207 -0.4094
C -3.7735 -3.1970 0.5188
C -2.9789 -2.1269 0.8804
N -1.7515 -1.9260 0.3935
C -1.2933 -2.8282 -0.4860
C -2.0336 -3.9112 -0.9146
H -5.1919 -5.1193 -0.6856
H -3.8625 -6.1702 -0.2085
H -3.9453 -5.5690 -1.8582
H -4.7571 -3.3000 0.9548
H -3.3366 -1.4018 1.5924
H -0.2906 -2.6691 -0.8482
H -1.6048 -4.5924 -1.6362
C 3.6939 -1.3845 0.5344
C 3.0337 -2.6447 0.9881
C 3.8271 -3.7737 1.1239
C 3.3085 -4.9696 1.5825
C 1.9729 -5.0272 1.9207
C 1.1319 -3.9255 1.7948
C -0.2884 -4.1434 2.2367
C 1.6603 -2.7137 1.3060
N 0.8517 -1.5700 1.1247
H 4.6093 -1.6114 -0.0112
H 3.9618 -0.7666 1.3932
H 3.0426 -0.8139 -0.1154
H 4.8739 -3.7044 0.8589
H 3.9377 -5.8427 1.6751
H 1.5523 -5.9514 2.2967
H -0.7507 -4.9495 1.6671
H -0.9055 -3.2666 2.1162
H -0.3098 -4.4444 3.2856
*
```

These are the Löwdin partial charges, in e, on atoms 1 to 2: number 1, Ta, carries 1.5786; number 2, C, carries -0.0196


Entry 4:
A molecular structure, C51H36GaINO7 in a non-equilibrium geometry. Source: OMol25; level of theory: ωB97M-V/def2-TZVPD.

Values from the calculation:
* calculated total energy: -4768.95319 a.u.
* LUMO: -0.126 eV
* energy above the lowest of the compared OMol25 structures with the same formula, charge and spin: 115.1 kcal/mol
* frontier orbital gap: 4.8 eV

```
! wB97M-V def2-TZVPD RIJCOSX def2/J DEFGRID3
* xyz -1 1
O 0.6494 -0.0174 6.0751
C -0.1816 0.7116 5.4752
C 0.1679 2.2209 5.0697
C 1.7674 2.5433 5.1004
Ga 1.9081 4.5075 4.3775
I 1.5692 6.2675 6.3510
N -1.5653 0.1731 5.1617
C -2.4466 1.3890 5.1023
C -2.8996 2.0406 3.7513
C -3.7735 3.3302 3.7570
C -4.1862 3.9750 5.1151
C -3.7347 3.2911 6.4270
C -2.8512 1.9940 6.4840
H -0.1312 2.3816 3.9632
H -0.2993 3.0131 5.7615
H 2.3632 1.8758 4.3914
H 2.1749 2.5566 6.1776
H 3.2331 4.7719 3.5300
H 0.5954 4.7161 3.4394
H -1.5224 -0.1491 4.1724
H -2.5341 1.5390 2.7985
H -4.0413 3.7726 2.7437
H -4.8015 4.9390 5.1246
H -4.0516 3.7756 7.4079
H -2.5457 1.5669 7.4919
C 10.1734 5.9820 0.4487
C 9.1835 5.0016 0.4618
C 7.9856 5.2303 1.1298
C 7.7784 6.4373 1.7980
C 8.7787 7.4089 1.8053
C 9.9734 7.1834 1.1191
C 8.5911 8.6742 2.5518
O 9.4654 9.5259 2.5550
C 7.3320 8.8854 3.2999
C 7.1653 10.0476 4.0545
C 5.9805 10.2619 4.7506
C 4.9541 9.3217 4.6889
C 5.1169 8.1594 3.9436
C 6.3113 7.9338 3.2543
C 6.4916 6.6780 2.4914
O 5.6002 5.8524 2.4379
H 11.1047 5.8065 -0.0806
H 9.3453 4.0589 -0.0512
H 7.2158 4.4649 1.1324
H 10.7503 7.9412 1.1100
H 7.9592 10.7862 4.1048
H 5.8554 11.1643 5.3409
H 4.0269 9.4930 5.2265
H 4.3134 7.4289 3.9046
C -1.6889 -5.6920 2.3464
C -1.4072 -4.5410 3.0790
C -1.6467 -3.2879 2.5264
C -2.1583 -3.1816 1.2326
C -2.4175 -4.3340 0.4900
C -2.1924 -5.5906 1.0542
C -2.9136 -4.2347 -0.9012
O -3.1441 -5.2418 -1.5509
C -3.1177 -2.8948 -1.4958
C -3.5301 -2.7851 -2.8248
C -3.7371 -1.5304 -3.3883
C -3.5422 -0.3816 -2.6245
C -3.1261 -0.4864 -1.3018
C -2.9037 -1.7436 -0.7379
C -2.4267 -1.8434 0.6595
O -2.2519 -0.8388 1.3270
H -1.5103 -6.6700 2.7819
H -1.0025 -4.6208 4.0827
H -1.4300 -2.3953 3.1042
H -2.4047 -6.4910 0.4865
H -3.6870 -3.6762 -3.4247
H -4.0528 -1.4475 -4.4235
H -3.7108 0.5970 -3.0624
H -2.9714 0.4124 -0.7134
C -2.1103 -7.7859 -4.3155
C -2.2274 -6.4000 -4.3948
C -2.8478 -5.8156 -5.4934
C -3.3431 -6.6158 -6.5233
C -3.2041 -8.0024 -6.4553
C -2.5964 -8.5869 -5.3429
C -3.6808 -8.8601 -7.5637
O -3.5631 -10.0722 -7.5039
C -4.2950 -8.2224 -8.7506
C -4.6969 -9.0128 -9.8284
C -5.2869 -8.4239 -10.9418
C -5.4860 -7.0455 -10.9793
C -5.0820 -6.2540 -9.9100
C -4.4766 -6.8404 -8.7973
C -4.0177 -5.9849 -7.6796
O -4.1879 -4.7776 -7.7138
H -1.6342 -8.2418 -3.4535
H -1.8369 -5.7755 -3.5987
H -2.9407 -4.7354 -5.5473
H -2.4973 -9.6658 -5.2778
H -4.5477 -10.0877 -9.8046
H -5.5940 -9.0400 -11.7810
H -5.9530 -6.5873 -11.8453
H -5.2354 -5.1802 -9.9470
*
```

These are the Löwdin partial charges, in e, on atoms 1 to 2: number 1, O, carries 0.0208; number 2, C, carries -0.3562